54
Properties=species:S:1:pos:R:3:forces:R:3:lowdin_charge:R:1 method="wB97M-V/def2-TZVPD" gap_ev=9.3 e_homo_ev=-9.032 largest_force_ev_per_a=0.3 mol_weight_g_mol=414.49 spin_multiplicity=1 relative_energy_kcal_mol=40.1 total_energy_ev=-47027.70876 lumo_ha=0.0098
C 1.828900 -3.253365 -0.518445 0.05 -0.15 -0.05 -0.379
S 3.153638 -3.187742 0.708376 -0.05 0.23 0.09 0.903
C 2.391730 -3.941506 2.174547 -0.02 -0.26 -0.17 -0.630
C 0.885655 -3.692019 2.198536 0.03 0.18 0.11 -0.512
O 0.068318 -4.586580 2.082536 0.00 0.01 0.01 0.081
N 0.530339 -2.394990 2.380676 -0.02 -0.01 -0.01 0.077
C -0.859216 -1.984649 2.339735 0.00 0.01 0.02 -0.140
C -1.402610 -1.872607 0.931478 0.00 0.01 -0.01 -0.203
O -0.647600 -0.892055 0.243585 0.01 -0.01 0.00 -0.168
C -1.040673 -0.754237 -1.109177 -0.01 0.00 0.00 -0.196
C -0.129444 0.252864 -1.775429 -0.01 -0.02 0.01 -0.118
N -0.230700 1.578536 -1.180041 0.01 0.01 -0.02 -0.089
C 0.741419 1.953675 -0.164723 0.00 0.00 0.00 -0.030
C -1.193530 2.402761 -1.650251 0.00 0.01 0.01 -0.430
O -2.009659 2.059830 -2.487459 0.00 0.00 0.00 0.069
C -1.235709 3.810285 -1.047633 -0.01 -0.02 0.01 -0.036
N -2.012245 4.706354 -1.864353 0.01 0.02 -0.02 -0.120
C -3.315829 4.670905 -2.184924 0.00 -0.01 0.01 -0.127
N -3.604420 5.655681 -3.002061 0.00 0.00 0.00 0.133
C -2.401660 6.273096 -3.166961 0.01 0.04 -0.03 -0.284
C -2.224146 7.477697 -4.040269 -0.01 -0.02 0.05 -0.504
N -3.377471 7.858396 -4.638876 0.00 0.00 -0.02 0.164
O -1.159892 8.039508 -4.178832 0.01 0.00 -0.01 0.060
N -1.409974 5.729170 -2.499356 0.00 -0.02 0.02 0.190
C 2.717002 -5.423093 2.473940 -0.01 0.00 -0.01 -0.085
C 2.918658 -5.024603 3.946941 0.01 0.00 0.00 -0.359
O 3.930632 -5.638397 4.701282 -0.01 -0.01 0.01 -0.010
C 3.102590 -3.560843 3.497064 0.01 0.01 0.02 -0.096
H 2.285356 -2.977875 -1.468266 0.01 0.00 0.00 0.036
H 1.423308 -4.259985 -0.605834 0.00 0.00 0.00 0.054
H 1.040101 -2.542953 -0.280985 -0.01 0.00 0.00 0.005
H 1.246885 -1.695822 2.270889 0.01 0.00 0.00 0.133
H -1.449655 -2.716106 2.890669 0.00 0.00 0.00 0.129
H -0.944315 -1.021586 2.844174 0.00 0.00 0.00 0.127
H -1.323269 -2.840486 0.422333 0.00 0.00 0.00 0.127
H -2.461612 -1.586901 0.961815 0.00 0.00 0.00 0.132
H -0.961495 -1.719207 -1.628042 0.00 0.00 0.00 0.131
H -2.081585 -0.417800 -1.172428 0.00 0.00 0.00 0.132
H 0.907814 -0.076008 -1.690233 0.00 0.01 0.00 0.130
H -0.389921 0.322281 -2.830511 0.00 0.00 0.00 0.131
H 0.302304 2.618315 0.575777 0.00 0.01 0.01 0.086
H 1.052307 1.053217 0.358416 0.00 0.00 0.00 0.084
H 1.621534 2.436065 -0.598931 -0.01 0.00 0.00 0.100
H -1.662234 3.753950 -0.043103 0.01 0.00 0.00 0.139
H -0.245202 4.251164 -0.971853 0.00 0.00 0.00 0.127
H -3.990078 3.917199 -1.815316 0.00 0.00 0.00 0.134
H -4.221027 7.332746 -4.488711 0.00 0.00 0.00 0.085
H -3.359206 8.647359 -5.259414 0.00 0.00 0.00 0.110
H 1.950056 -6.153561 2.232555 0.00 0.00 0.00 0.114
H 3.667412 -5.697457 2.012663 0.01 0.01 0.00 0.115
H 1.997750 -5.147401 4.515827 0.00 0.00 0.01 0.157
H 4.745550 -5.629411 4.188410 0.00 0.00 0.00 0.091
H 4.159150 -3.351586 3.311021 0.00 0.00 -0.01 0.113
H 2.675975 -2.760212 4.099167 -0.01 0.00 0.00 0.114


23
Properties=species:S:1:pos:R:3:forces:R:3:lowdin_charge:R:1 method="wB97M-V/def2-TZVPD" gap_ev=9.1 total_charge=+1 e_homo_ev=-12.019 largest_force_ev_per_a=5.0 mol_weight_g_mol=205.63 spin_multiplicity=1 relative_energy_kcal_mol=1.2 total_energy_ev=-28954.77204 lumo_ha=-0.1064
C -1.334941 -1.307841 0.236072 2.63 -0.34 -1.77 -0.429
C -1.039589 0.675281 1.310610 0.06 0.57 -1.20 -0.370
C 4.145311 0.262349 0.200121 3.53 0.40 1.55 -0.429
C 0.186658 -1.154698 -0.383248 -2.81 0.53 -0.39 -0.498
C -0.119345 1.123222 0.434025 0.78 0.44 1.05 -0.088
C -0.305584 0.791034 -1.920545 2.48 0.28 -0.47 0.023
N -1.781802 -0.463755 1.033794 -1.17 0.73 2.02 0.176
N -1.947588 -2.398454 -0.252176 -0.25 -0.16 0.65 0.171
N -1.347501 1.498935 2.341256 -0.62 -1.74 0.21 0.168
N 0.378311 0.364491 -0.691316 -0.14 -2.13 0.86 -0.121
O 3.225593 0.467551 -0.415125 -4.24 0.41 -2.55 0.188
O 5.141767 0.207287 0.753281 0.89 -0.70 0.93 0.276
Cl 1.283675 -1.639658 0.906253 -0.11 -0.21 -0.79 0.784
H 0.170613 -1.723251 -1.373201 0.94 0.70 1.44 0.143
H 0.466077 1.965511 0.722460 0.45 0.43 -0.27 0.125
H -1.297521 0.624465 -2.056246 -3.13 -1.17 0.90 0.088
H -0.225074 1.824730 -2.037338 0.47 1.80 0.28 0.101
H 0.137461 0.401062 -2.780969 1.18 -1.02 -1.29 0.094
H -1.413689 -2.772638 -1.034528 -1.10 -0.89 0.61 0.105
H -2.744714 -2.847940 0.273954 1.35 0.67 -1.33 0.168
H -1.129167 2.445255 2.304311 0.61 1.50 -0.20 0.090
H -1.886263 1.229160 3.127827 -0.54 -0.56 0.26 0.108
H 1.437309 0.427900 -0.699269 -1.26 0.47 -0.48 0.127


12
Properties=species:S:1:pos:R:3:forces:R:3:lowdin_charge:R:1 method="wB97M-V/def2-TZVPD" gap_ev=10.9 e_homo_ev=-10.024 largest_force_ev_per_a=0.5 mol_weight_g_mol=86.09 spin_multiplicity=1 relative_energy_kcal_mol=29.2 total_energy_ev=-8235.43368 lumo_ha=0.0330
C 1.815947 0.433239 -0.268265 0.06 0.26 -0.03 -0.134
N 1.255153 -0.894032 -0.159496 -0.47 -0.09 0.11 -0.003
C 0.004671 -1.051183 -0.104863 0.27 -0.16 0.14 -0.225
N -0.987126 -0.066507 -0.297754 -0.10 0.19 0.07 0.054
C -2.004957 0.152716 0.593066 -0.13 0.11 -0.06 -0.349
O -2.785613 1.071838 0.508839 0.17 -0.28 0.04 0.033
H 1.101044 1.254925 -0.402243 0.04 -0.14 -0.04 0.065
H 2.342860 0.621271 0.672565 0.11 0.00 -0.19 0.083
H 2.541567 0.461653 -1.081669 0.01 0.00 0.08 0.076
H -0.390492 -2.038921 0.132799 0.04 0.05 -0.09 0.120
H -0.868244 0.644452 -1.006045 0.07 0.00 0.10 0.142
H -2.024810 -0.589451 1.413068 -0.07 0.05 -0.13 0.138


24
Properties=species:S:1:pos:R:3:forces:R:3:lowdin_charge:R:1 method="wB97M-V/def2-TZVPD" gap_ev="2.6 / 6.8" total_charge=-1 e_homo_ev="0.817 / -3.437" largest_force_ev_per_a=1.5 mol_weight_g_mol=138.21 spin_multiplicity=2 relative_energy_kcal_mol=16.6 total_energy_ev=-11605.59698 lumo_ha="0.1269 / 0.1250"
C 2.089355 0.834987 -1.963476 -0.53 0.36 0.93 -0.099
C 1.315977 -2.431319 0.677677 0.80 -0.39 0.60 -0.222
C 0.318502 -2.076826 -0.215340 0.60 -0.10 0.54 -0.200
C 2.562500 -1.801424 0.795069 -1.30 -0.70 -0.14 -0.178
C 0.606846 -0.961333 -1.090417 -0.87 -0.37 0.21 -0.161
C 2.840924 -0.756247 -0.152235 0.70 0.43 0.12 -0.155
C 1.852171 -0.343233 -1.023797 -0.39 0.06 -1.17 -0.373
H 1.166414 -3.305947 1.317851 -0.20 0.20 0.06 0.071
H -0.545144 -2.728801 -0.229416 -0.28 0.26 -0.45 0.043
H 3.141481 -2.118772 1.651775 0.57 0.27 -0.22 0.047
H -0.255055 -0.602939 -1.650866 0.49 0.40 -0.36 0.061
H 3.823763 -0.309053 -0.287307 0.02 -0.06 0.28 0.064
H 2.995104 0.863363 -2.571192 -0.03 -0.53 -0.07 0.057
H 2.157506 1.716667 -1.324412 0.07 0.29 0.03 0.057
H 1.188435 0.982797 -2.559420 0.19 -0.05 -0.35 0.049
C -2.826662 1.275492 1.564770 0.64 -1.09 0.73 -0.339
C -3.252045 1.999897 0.323834 -0.26 0.72 -0.63 -0.106
O -1.478665 0.817776 1.464486 -0.24 0.53 0.40 -0.083
H -2.747505 1.887886 2.463793 -0.46 0.58 -0.27 0.103
H -3.534467 0.478109 1.847937 0.22 -0.06 -0.24 0.105
H -3.644370 1.400009 -0.497472 0.21 -0.60 0.20 0.065
H -1.362476 -0.025120 1.035113 -0.03 -0.64 -0.48 0.054
H -2.353562 2.480682 -0.068679 -0.22 0.34 0.01 0.077
H -4.059038 2.723352 0.491724 0.30 0.16 0.24 0.064


22
Properties=species:S:1:pos:R:3:forces:R:3:lowdin_charge:R:1 method="wB97M-V/def2-TZVPD" gap_ev=10.0 total_charge=+1 e_homo_ev=-13.793 largest_force_ev_per_a=4.8 mol_weight_g_mol=142.18 spin_multiplicity=1 relative_energy_kcal_mol=39.6 total_energy_ev=-12927.79942 lumo_ha=-0.1376
C 0.813475 -0.969655 -0.615640 0.36 -0.70 -3.46 -0.188
C 0.644580 -0.825252 1.583809 0.39 -2.55 0.46 -0.467
C -0.102142 0.283508 -0.303265 -0.11 -2.46 -1.45 -0.413
C -1.603405 0.035393 -0.851912 2.70 -0.78 -2.07 0.034
C 0.614531 1.581283 -0.733532 0.50 -0.13 0.49 0.016
C -1.018048 0.881655 1.921862 0.25 -3.55 3.28 0.033
N 1.147740 -1.626663 0.447499 -1.01 2.90 0.13 0.277
N -0.184226 0.070572 1.095502 1.19 0.73 0.50 -0.086
N 1.228792 -1.303350 -1.865699 -0.60 0.36 0.50 0.228
O 0.894127 -1.200671 2.677548 0.13 0.34 1.37 0.171
H -2.156360 0.977874 -0.696080 -0.07 -0.78 -0.26 0.092
H -1.968526 -0.871843 -0.303653 -0.08 1.08 -0.60 0.110
H -1.440319 -0.245473 -2.001828 -1.01 0.87 2.38 0.125
H -0.190904 2.314967 -0.625914 0.74 0.55 0.09 0.089
H 0.972065 1.609612 -1.776158 -0.51 -0.33 0.29 0.094
H 1.557513 1.770028 -0.107428 -1.66 -0.08 -0.58 0.134
H -1.903514 0.255438 2.137636 -0.27 1.07 -0.35 0.128
H -0.565183 1.010409 2.935217 -0.04 0.27 -1.00 0.134
H -1.090517 1.725977 1.384632 -1.24 3.38 -1.10 0.055
H 1.728329 -2.413236 0.585108 0.73 -0.88 0.02 0.177
H 0.706519 -1.093935 -2.691502 -0.72 1.09 0.02 0.117
H 1.915474 -1.966636 -2.196204 0.33 -0.41 1.33 0.140


85
Properties=species:S:1:pos:R:3:forces:R:3:lowdin_charge:R:1 method="wB97M-V/def2-TZVPD" gap_ev=6.6 e_homo_ev=-8.233 largest_force_ev_per_a=1.8 mol_weight_g_mol=850.38 spin_multiplicity=1 relative_energy_kcal_mol=102.1 total_energy_ev=-114946.12125 lumo_ha=-0.0591
Ti -0.069796 -0.476211 -0.707386 -1.70 -0.33 0.02 1.126
O -5.842200 -3.157998 0.244621 -0.02 -0.14 0.00 0.035
C -5.836066 -1.988551 -0.104538 0.51 0.78 -0.35 -0.675
O -6.690608 -1.118220 -0.365957 -0.19 -0.34 0.12 0.049
C -4.534460 -1.142268 -0.221448 -0.76 0.21 0.18 -0.029
C -3.972788 -0.667586 -1.372276 0.19 -0.25 -0.20 0.044
C -2.741863 0.009369 -1.316524 -0.04 -0.21 0.55 -0.183
N -1.997364 0.206458 -0.221481 -0.47 0.37 -0.21 -0.001
C -2.757136 0.257951 1.022679 -0.22 -0.08 0.28 -0.340
C -4.159784 -0.421537 1.011874 0.59 -0.40 -0.16 -0.125
C -1.596371 -0.080017 3.314807 0.07 0.13 0.07 -0.297
C -1.779874 -0.446600 4.645089 0.00 -0.07 -0.07 -0.027
C -1.046884 0.201573 5.622016 -0.01 -0.03 0.04 -0.048
C -0.156303 1.200823 5.256321 -0.03 -0.03 -0.02 -0.051
C -0.050457 1.509276 3.910747 0.00 0.04 -0.01 -0.107
N -0.757434 0.890735 2.972025 -0.03 -0.09 -0.10 0.128
C -2.076071 0.480944 -2.535610 0.09 0.33 -0.39 -0.204
C -2.715591 0.691891 -3.744109 -0.09 -0.13 0.11 0.032
C -2.024296 1.333499 -4.755034 0.14 0.08 0.00 -0.011
C -0.729530 1.760820 -4.512828 -0.12 -0.07 -0.04 -0.010
C -0.145376 1.469757 -3.293994 0.16 0.03 -0.08 -0.066
N -0.797840 0.832889 -2.325547 -0.15 -0.20 -0.29 0.062
H -4.330103 -0.984044 -2.340962 -0.07 0.04 0.02 0.130
H -4.961632 0.306271 1.129572 -0.04 -0.02 -0.06 0.170
H -2.481210 -1.223854 4.915392 0.00 -0.04 -0.02 0.122
H -1.171716 -0.071536 6.662332 0.01 0.00 0.00 0.111
H 0.434980 1.723100 5.995584 0.00 0.03 -0.02 0.103
H 0.615058 2.289687 3.555358 0.03 -0.03 0.07 0.117
H -3.732436 0.359032 -3.889241 0.00 0.02 0.04 0.129
H -2.492908 1.510303 -5.713574 -0.02 0.00 0.01 0.121
H -0.162333 2.289087 -5.265251 0.01 0.03 0.03 0.116
H 0.863938 1.780072 -3.079425 -0.01 -0.06 0.01 0.111
O 3.170827 -0.590712 1.072180 -0.12 0.13 0.15 -0.208
S 1.802572 -0.990363 1.099293 1.22 -0.86 0.94 0.574
O 1.385264 -2.052784 0.173938 0.00 0.27 -0.34 -0.332
O 0.823289 0.128467 0.825524 0.81 0.92 1.04 -0.399
C 1.375417 -1.676449 2.663553 -0.19 0.07 -0.19 -0.255
C 2.288920 -1.856179 3.684371 0.16 0.16 -0.08 -0.025
C 1.911271 -2.618414 4.778541 -0.07 -0.03 0.01 -0.047
C 0.645911 -3.191091 4.822089 0.06 -0.01 0.06 -0.045
C -0.261111 -2.992529 3.792336 -0.03 0.05 -0.07 -0.075
C 0.097624 -2.221969 2.694155 0.11 0.13 -0.11 -0.319
P -1.038252 -1.881044 1.287382 -1.10 -0.44 0.88 1.228
C -2.309627 -0.738011 2.150077 0.20 0.06 -0.23 -0.255
C -3.824716 -1.123681 2.343839 -0.09 -0.05 -0.01 -0.134
C -4.469997 -0.297539 3.426924 0.01 0.05 0.07 -0.049
C -4.428033 1.040853 3.471772 -0.12 -0.16 0.15 -0.074
C -3.721588 1.964447 2.577548 0.07 0.13 -0.17 -0.068
C -2.950126 1.668013 1.524353 -0.08 0.00 0.01 0.004
C -1.592899 -3.566820 0.914269 0.14 0.03 -0.27 -0.308
C -0.679673 -4.612676 1.093227 -0.01 0.10 0.02 -0.081
C -0.971978 -5.877788 0.616310 0.04 -0.06 0.03 -0.064
C -2.169494 -6.119738 -0.042814 -0.02 0.06 0.01 -0.060
C -3.069050 -5.084602 -0.240102 -0.09 -0.07 -0.06 -0.041
C -2.768004 -3.813045 0.212761 0.11 0.13 0.22 -0.060
H 3.276768 -1.421909 3.600084 -0.01 -0.03 0.02 0.122
H 2.609059 -2.784740 5.587887 0.01 0.01 0.00 0.112
H 0.366810 -3.805126 5.668700 -0.02 0.01 -0.01 0.114
H -1.244304 -3.445261 3.833992 0.01 -0.02 0.00 0.128
H -4.068130 -2.182909 2.414186 0.01 0.02 0.01 0.147
H -5.033464 -0.828843 4.184955 0.01 0.04 0.02 0.117
H -4.964646 1.521385 4.282029 0.00 -0.02 -0.01 0.107
H -3.827660 3.011457 2.836092 0.04 0.00 -0.03 0.106
H -2.460039 2.451034 0.959819 0.04 0.03 0.06 0.123
H 0.263558 -4.426522 1.588043 0.02 -0.11 -0.05 0.105
H -0.255392 -6.677614 0.751084 0.00 0.01 0.01 0.107
H -2.396166 -7.111477 -0.411268 0.01 0.00 0.00 0.108
H -4.006324 -5.249202 -0.754032 -0.02 0.03 0.03 0.117
H -3.467528 -3.019357 0.026925 -0.18 -0.02 -0.05 0.073
O 2.079552 -2.379291 -2.518960 0.05 0.19 -0.01 0.120
C 2.416988 -1.252886 -2.282198 0.27 -0.29 -0.31 -0.455
C 3.794640 -0.652533 -2.548448 -0.07 0.11 0.11 -0.054
C 3.782867 0.676012 -1.794891 -0.04 -0.16 -0.06 -0.066
C 2.320867 0.872559 -1.445059 0.17 0.57 -0.31 -0.534
O 1.808447 1.877926 -0.984381 0.15 -0.04 -0.09 0.057
N 1.595802 -0.257250 -1.733545 0.86 -0.03 -0.32 -0.015
H 3.889642 -0.517241 -3.626816 0.02 -0.03 -0.01 0.127
H 4.566880 -1.345250 -2.223189 -0.03 -0.05 -0.02 0.126
H 4.167731 1.525420 -2.355278 -0.07 0.04 0.01 0.124
H 4.328656 0.611514 -0.854557 0.01 0.05 0.02 0.116
F -0.712943 -1.945525 -1.617431 -0.03 -0.46 -0.57 -0.165
B -0.969642 -2.547651 -3.269386 -0.16 -0.01 -0.75 -1.055
F -2.322421 -2.423403 -3.343144 0.16 0.09 0.18 0.203
F -0.501382 -3.792033 -3.236169 0.09 0.05 0.25 0.248
F -0.279918 -1.621746 -3.992198 -0.17 -0.12 0.31 0.201